Record 1
Below is a cluster of 9 separate species, C31H42F18N2O15 in total at a distorted geometry, with properties calculated with ωB97M-V/def2-TZVPD.

Structure (ORCA input):
```
! RIJCOSX wB97M-V def2-TZVPD def2/J DEFGRID3
* xyz -1 2
C -4.922 -1.354 -0.994
C -3.682 -1.730 -0.226
O -3.854 -2.880 0.549
C -2.913 -3.123 1.595
O -1.967 -2.381 1.952
C -3.086 -4.444 2.280
F -2.953 -4.350 3.570
F -4.263 -5.003 1.998
F -2.230 -5.302 1.772
H -4.973 -2.022 -1.854
H -4.595 -0.397 -1.402
H -5.776 -1.163 -0.345
H -3.466 -0.860 0.394
H -3.001 -1.762 -1.076
C -3.418 2.912 -2.491
C -3.634 3.520 -1.047
O -2.758 4.649 -0.834
C -1.702 4.565 -0.008
O -1.449 3.588 0.720
C -0.808 5.814 0.053
F -1.211 6.703 0.994
F 0.439 5.495 0.246
F -0.831 6.407 -1.139
H -2.726 2.070 -2.496
H -3.119 3.658 -3.228
H -4.379 2.569 -2.876
H -3.468 2.778 -0.265
H -4.640 3.802 -0.738
C -2.876 0.747 2.959
C -3.368 1.893 3.918
O -3.371 3.174 3.136
C -3.517 4.302 3.873
O -3.299 4.356 5.049
C -4.087 5.532 3.125
F -5.158 5.903 3.789
F -3.245 6.541 3.146
F -4.384 5.302 1.891
H -3.682 0.483 2.275
H -2.605 -0.188 3.450
H -2.027 1.039 2.342
H -2.664 1.932 4.749
H -4.317 1.553 4.333
C 0.396 -2.309 -7.924
C 0.434 -3.375 -6.778
O -0.111 -2.834 -5.658
C 0.564 -2.158 -4.675
O 1.826 -2.056 -4.753
C -0.347 -1.555 -3.578
F -0.384 -2.387 -2.520
F 0.123 -0.358 -3.168
F -1.622 -1.468 -4.023
H 0.556 -2.794 -8.888
H 1.131 -1.565 -7.616
H -0.596 -1.859 -7.920
H 1.454 -3.722 -6.940
H -0.156 -4.273 -6.959
C 0.895 -5.339 -0.011
C 1.488 -4.169 0.858
O 0.998 -4.225 2.204
C 1.131 -3.180 3.057
O 1.663 -2.087 2.828
C 0.374 -3.449 4.442
F 1.285 -3.129 5.365
F -0.739 -2.631 4.551
F -0.068 -4.733 4.546
H -0.072 -5.148 -0.475
H 0.740 -6.216 0.618
H 1.695 -5.653 -0.683
H 1.133 -3.253 0.385
H 2.575 -4.250 0.867
C 4.402 -0.400 -0.043
C 5.209 -0.947 1.135
O 6.577 -0.894 0.677
C 7.194 -1.983 0.065
O 6.570 -2.927 -0.477
C 8.752 -1.865 -0.139
F 8.926 -1.877 -1.499
F 9.235 -0.777 0.380
F 9.384 -2.891 0.409
H 4.159 -1.205 -0.737
H 4.864 0.467 -0.515
H 3.390 -0.158 0.284
H 4.966 -1.999 1.283
H 5.092 -0.470 2.108
C 0.081 2.882 -3.313
O 0.666 3.498 -2.131
C 1.990 3.262 -1.861
O 2.773 2.689 -2.626
O 2.169 3.597 -0.549
C 3.472 3.692 -0.067
H -0.180 1.834 -3.171
H 0.804 2.887 -4.129
H -0.813 3.377 -3.693
H 3.870 2.677 -0.058
H 3.485 4.088 0.949
H 4.219 4.286 -0.593
C 0.360 -0.433 0.741
C -0.507 0.183 -0.270
N -1.232 0.706 -1.063
H 1.375 -0.127 0.491
H 0.271 -1.508 0.584
H 0.041 -0.263 1.769
C 0.620 1.027 4.587
C 1.720 1.113 3.590
N 2.585 1.275 2.857
H 1.116 0.854 5.542
H -0.084 0.204 4.464
H 0.101 1.975 4.728
*
```

LUMO energy (spin up / spin down), eV: 2.12 / 2.11
E_HOMO (spin up / spin down), eV: -0.8 / -5.6

=====

Record 2
Below is a cluster of 5 separate species, C31H42FO2PS in total at a distorted geometry, with properties calculated with ωB97M-V/def2-TZVPD.

Structure (ORCA input):
```
! RIJCOSX wB97M-V def2-TZVPD def2/J DEFGRID3
* xyz 0 1
C -0.323 0.406 2.251
C 0.819 0.967 1.404
C 2.182 0.855 2.106
C 3.302 0.380 1.161
C 4.590 1.228 1.157
C 4.374 2.751 1.198
C 5.115 3.445 0.056
P 5.118 5.302 0.166
S 5.114 7.588 0.079
O 3.800 8.030 -0.260
O 6.134 7.972 -0.841
F 5.537 8.208 1.481
H -1.231 0.382 1.654
H -0.097 -0.623 2.510
H -0.468 1.008 3.141
H 0.822 0.412 0.473
H 0.612 2.009 1.167
H 2.432 1.785 2.604
H 2.066 0.107 2.884
H 2.961 0.257 0.138
H 3.592 -0.613 1.491
H 5.100 1.010 0.222
H 5.254 0.877 1.940
H 4.815 3.118 2.124
H 3.323 3.019 1.210
H 4.712 3.095 -0.893
H 6.153 3.116 0.095
H 3.792 5.447 -0.284
H 5.338 5.344 1.554
H 6.246 5.439 -0.664
C -5.677 -0.875 1.601
C -4.583 -1.256 0.837
C -3.884 -0.308 0.104
C -4.281 1.022 0.130
C -5.378 1.402 0.889
C -6.076 0.455 1.625
H -6.219 -1.613 2.178
H -4.273 -2.293 0.814
H -3.028 -0.606 -0.490
H -3.735 1.761 -0.441
H -5.690 2.438 0.907
H -6.931 0.752 2.219
C -6.810 2.170 -2.405
C -5.912 1.232 -2.893
C -5.579 1.227 -4.240
C -6.146 2.159 -5.100
C -7.049 3.092 -4.612
C -7.381 3.099 -3.264
H -7.066 2.176 -1.353
H -5.472 0.505 -2.224
H -4.877 0.497 -4.621
H -5.884 2.156 -6.150
H -7.495 3.815 -5.283
H -8.085 3.827 -2.884
C -4.917 -5.618 -0.431
C -4.970 -5.368 0.933
C -4.493 -6.310 1.833
C -3.965 -7.507 1.368
C -3.919 -7.760 0.004
C -4.393 -6.816 -0.895
H -5.285 -4.880 -1.131
H -5.385 -4.436 1.296
H -4.532 -6.113 2.896
H -3.591 -8.242 2.069
H -3.512 -8.695 -0.358
H -4.355 -7.014 -1.958
C 6.096 -2.395 -0.065
C 6.799 -1.571 -0.932
C 8.174 -1.712 -1.061
C 8.845 -2.674 -0.320
C 8.143 -3.493 0.553
C 6.768 -3.354 0.680
H 5.023 -2.289 0.032
H 6.275 -0.820 -1.509
H 8.722 -1.071 -1.740
H 9.917 -2.785 -0.422
H 8.667 -4.240 1.134
H 6.219 -3.994 1.359
*
```

Structure (SMILES): CCCCCCC[PH3]S(=O)(=O)F.c1ccccc1.c1ccccc1.c1ccccc1.c1ccccc1
LUMO energy, eV: 0.29
E_HOMO, eV: -9.3

=====

Record 3
Below is a structure of composition C31H42FeN5OP at a distorted geometry, with properties calculated with ωB97M-V/def2-TZVPD.

Structure (ORCA input):
```
! RIJCOSX wB97M-V def2-TZVPD def2/J DEFGRID3
* xyz 2 5
Fe 1.172 0.122 0.131
C -0.051 0.703 -2.590
C -1.419 0.434 -1.976
C -1.577 -0.863 -1.139
C -2.672 -3.279 -1.369
C -1.533 -4.201 -1.128
C -0.278 -3.855 -0.828
C 0.276 -2.497 -0.711
N -0.183 -1.307 -0.811
N 0.990 1.315 -1.727
C 2.249 1.257 -2.521
C 2.974 -0.038 -2.390
C 3.838 -0.431 -3.379
C 4.630 -1.558 -3.193
C 4.509 -2.237 -1.993
C 3.588 -1.779 -1.052
N 2.833 -0.691 -1.205
C 0.698 2.649 -1.273
C 1.697 3.095 -0.215
C 1.835 4.408 0.196
C 2.606 4.737 1.297
C 3.322 3.698 1.908
C 3.218 2.431 1.375
N 2.342 2.124 0.398
H 0.310 -0.238 -2.995
H -0.205 1.386 -3.435
H -1.751 1.333 -1.425
H -2.096 0.402 -2.864
H -3.128 -3.066 -0.429
H -1.751 -5.266 -1.146
H 0.463 -4.609 -0.608
H 1.319 -2.575 -0.453
H 2.043 1.478 -3.568
H 2.917 2.024 -2.148
H 3.886 0.116 -4.301
H 5.289 -1.952 -3.964
H 5.103 -3.129 -1.790
H 3.529 -2.298 -0.100
H 0.714 3.376 -2.099
H -0.305 2.625 -0.858
H 1.334 5.194 -0.345
H 2.716 5.783 1.554
H 3.986 3.862 2.735
H 3.811 1.641 1.798
O 2.428 -1.013 1.742
C 1.900 -1.041 3.045
C 1.086 0.202 3.270
C 0.872 0.766 4.520
C 0.116 1.909 4.623
C -0.427 2.464 3.495
C -0.241 1.825 2.289
N 0.533 0.737 2.180
H 3.335 -0.635 1.754
H 2.664 -1.183 3.785
H 1.261 -1.926 3.079
H 1.266 0.316 5.411
H -0.049 2.350 5.582
H -1.024 3.365 3.547
H -0.716 2.173 1.370
C -3.331 -2.444 2.093
C -2.111 -1.564 1.765
P -2.177 -0.188 0.554
C -3.978 0.261 0.630
C -4.349 1.560 -0.064
C -2.396 -1.862 -1.983
C -3.842 -1.324 -2.253
H -3.077 -3.067 2.952
H -3.701 -3.084 1.324
H -4.124 -1.770 2.358
H -1.248 -2.166 1.544
H -1.812 -1.020 2.694
H -4.112 0.356 1.712
H -4.633 -0.547 0.316
H -3.687 2.360 0.217
H -5.370 1.774 0.240
H -4.346 1.418 -1.150
H -3.448 -3.766 -1.968
H -1.858 -1.930 -2.945
H -4.521 -1.472 -1.413
H -4.224 -1.886 -3.125
H -3.908 -0.273 -2.558
*
```

LUMO energy (spin up / spin down), eV: -5.09 / -5.30
Energy relative to the best compared isomer or geometry (same formula, charge and spin), eV: 0.581
E_HOMO (spin up / spin down), eV: -13.3 / -13.4

=====

Record 4
Below is a structure of composition C31H42N4O2PdSSi, with properties calculated with ωB97M-V/def2-TZVPD.

Structure (ORCA input):
```
! RIJCOSX wB97M-V def2-TZVPD def2/J DEFGRID3
* xyz 0 1
Pd -0.195 -0.524 0.435
C 4.039 -2.452 0.727
C 2.582 -2.133 0.518
N 1.668 -2.177 1.413
O 2.029 -2.575 2.695
C 2.189 -1.723 -0.844
C 2.983 -2.202 -2.021
N 1.187 -0.915 -1.010
O 0.819 -0.521 -2.189
H 4.336 -2.429 1.774
H 4.636 -1.689 0.227
H 4.306 -3.421 0.303
H 2.903 -2.991 2.663
H 2.883 -3.285 -2.138
H 4.045 -1.977 -1.909
H 2.609 -1.718 -2.918
C -0.989 -0.749 -5.203
C -1.309 0.738 -5.328
C -2.222 1.285 -4.230
C -1.674 1.129 -2.812
N -1.932 -0.180 -2.198
C -2.647 -0.368 -1.090
S -2.300 -1.684 -0.033
N -3.686 0.448 -0.787
C -4.626 1.034 -1.752
C -5.353 -0.003 -2.613
C -6.561 -0.667 -1.952
C -6.270 -1.400 -0.645
H -0.455 -1.101 -6.086
H -1.901 -1.342 -5.105
H -0.352 -0.951 -4.341
H -1.783 0.928 -6.295
H -0.375 1.309 -5.325
H -3.202 0.800 -4.293
H -2.386 2.351 -4.412
H -2.062 1.896 -2.151
H -0.586 1.245 -2.802
H -1.114 -0.788 -2.261
H -4.101 0.185 0.093
H -4.113 1.748 -2.390
H -5.346 1.606 -1.164
H -4.634 -0.764 -2.929
H -5.691 0.500 -3.523
H -6.985 -1.376 -2.668
H -7.334 0.089 -1.781
H -5.410 -2.065 -0.738
H -7.129 -2.000 -0.343
H -6.069 -0.708 0.176
C -0.786 4.652 -1.639
C 0.488 4.217 -1.973
C 1.103 3.217 -1.230
C 0.458 2.621 -0.147
C -0.835 3.065 0.163
C -1.447 4.075 -0.562
Si 1.151 1.218 0.901
C 3.010 1.047 0.696
C 3.626 0.961 -0.559
C 4.999 0.811 -0.678
C 5.792 0.725 0.461
C 5.203 0.802 1.713
C 3.828 0.970 1.827
C 0.765 1.599 2.703
C 0.591 2.908 3.164
C 0.336 3.169 4.502
C 0.244 2.122 5.410
C 0.416 0.817 4.974
C 0.678 0.559 3.635
H -1.259 5.439 -2.213
H 1.010 4.664 -2.810
H 2.107 2.906 -1.498
H -1.366 2.627 1.003
H -2.441 4.410 -0.289
H 3.020 1.004 -1.460
H 5.454 0.758 -1.660
H 6.865 0.604 0.368
H 5.815 0.743 2.605
H 3.386 1.040 2.813
H 0.653 3.737 2.469
H 0.208 4.190 4.837
H 0.042 2.325 6.454
H 0.351 -0.005 5.676
H 0.831 -0.466 3.318
*
```

LUMO energy (spin up / spin down), eV: -0.04 / -0.04
Energy relative to the best compared isomer or geometry (same formula, charge and spin), eV: 0.671
E_HOMO (spin up / spin down), eV: -7.4 / -7.4

=====

Record 5
Below is a structure of composition C31H42N8O4S2Ti, with properties calculated with ωB97M-V/def2-TZVPD.

Structure (ORCA input):
```
! RIJCOSX wB97M-V def2-TZVPD def2/J DEFGRID3
* xyz 2 1
Ti 0.311 -1.055 0.379
C 2.078 1.561 2.219
C 0.665 1.264 1.771
C 0.178 1.812 0.556
C 1.153 2.378 -0.454
C -1.209 2.044 0.419
C -1.731 2.904 -0.711
C -2.099 1.597 1.418
C -3.565 1.924 1.319
C -1.625 0.905 2.539
C -2.594 0.435 3.590
C -0.236 0.758 2.736
C 0.315 0.333 4.072
H 2.733 1.858 1.408
H 2.541 0.745 2.769
H 2.028 2.408 2.909
H 2.086 1.815 -0.458
H 1.408 3.414 -0.218
H 0.770 2.387 -1.473
H -2.179 3.808 -0.291
H -2.529 2.421 -1.282
H -0.979 3.236 -1.423
H -4.190 1.043 1.471
H -3.836 2.364 0.365
H -3.849 2.638 2.095
H -2.252 -0.464 4.099
H -3.574 0.219 3.176
H -2.734 1.203 4.355
H 0.693 1.208 4.607
H 1.154 -0.357 3.972
H -0.427 -0.130 4.713
C 3.549 -4.175 3.449
C 3.003 -2.760 3.640
C 3.081 -1.945 2.393
N 2.071 -1.493 1.734
N 2.396 -0.796 0.608
C 3.690 -0.704 0.395
N 4.242 -0.067 -0.636
S 4.589 -1.507 1.640
H 3.467 -4.725 4.384
H 4.601 -4.166 3.165
H 2.992 -4.714 2.683
H 3.558 -2.243 4.427
H 1.955 -2.777 3.942
H 3.664 0.429 -1.298
H 5.239 0.041 -0.720
O 1.775 4.701 -3.262
S 0.531 4.890 -3.992
O -0.639 4.429 -3.250
O 0.383 6.109 -4.727
C 0.745 3.555 -5.222
N 1.304 3.643 -6.425
C 1.602 2.504 -7.037
C 1.399 1.226 -6.483
C 0.761 1.269 -5.261
N 0.418 2.405 -4.684
C 0.491 0.278 -4.180
C -0.588 0.657 -3.363
C -0.647 0.191 -2.094
N 0.312 -0.610 -1.583
C 1.288 -1.077 -2.395
C 1.357 -0.718 -3.727
H 2.061 2.597 -8.015
H 1.699 0.322 -6.989
H -1.269 1.426 -3.698
H -1.404 0.536 -1.410
H 2.012 -1.740 -1.941
H 2.191 -1.054 -4.328
C 0.028 -3.781 -0.835
O 0.525 -2.728 -0.012
H -0.597 -4.430 -0.220
H 0.872 -4.338 -1.237
H -0.565 -3.358 -1.648
C -5.278 -1.654 0.026
C -3.910 -1.846 0.574
C -3.440 -2.602 1.639
C -2.071 -2.373 1.712
N -1.705 -1.504 0.747
N -2.843 -1.210 0.069
C -1.095 -2.935 2.688
H -5.881 -2.539 0.209
H -5.256 -1.464 -1.046
H -5.764 -0.808 0.515
H -4.021 -3.243 2.279
H -2.837 -0.558 -0.697
H -1.631 -3.389 3.519
H -0.444 -2.157 3.096
H -0.468 -3.704 2.232
*
```

LUMO energy, eV: -8.02
Energy relative to the best compared isomer or geometry (same formula, charge and spin), eV: 1.366
E_HOMO, eV: -11.9

=====

Repeat the second record exactly.
Below is a cluster of 5 separate species, C31H42FO2PS in total at a distorted geometry, with properties calculated with ωB97M-V/def2-TZVPD.

Structure (ORCA input):
```
! RIJCOSX wB97M-V def2-TZVPD def2/J DEFGRID3
* xyz 0 1
C -0.323 0.406 2.251
C 0.819 0.967 1.404
C 2.182 0.855 2.106
C 3.302 0.380 1.161
C 4.590 1.228 1.157
C 4.374 2.751 1.198
C 5.115 3.445 0.056
P 5.118 5.302 0.166
S 5.114 7.588 0.079
O 3.800 8.030 -0.260
O 6.134 7.972 -0.841
F 5.537 8.208 1.481
H -1.231 0.382 1.654
H -0.097 -0.623 2.510
H -0.468 1.008 3.141
H 0.822 0.412 0.473
H 0.612 2.009 1.167
H 2.432 1.785 2.604
H 2.066 0.107 2.884
H 2.961 0.257 0.138
H 3.592 -0.613 1.491
H 5.100 1.010 0.222
H 5.254 0.877 1.940
H 4.815 3.118 2.124
H 3.323 3.019 1.210
H 4.712 3.095 -0.893
H 6.153 3.116 0.095
H 3.792 5.447 -0.284
H 5.338 5.344 1.554
H 6.246 5.439 -0.664
C -5.677 -0.875 1.601
C -4.583 -1.256 0.837
C -3.884 -0.308 0.104
C -4.281 1.022 0.130
C -5.378 1.402 0.889
C -6.076 0.455 1.625
H -6.219 -1.613 2.178
H -4.273 -2.293 0.814
H -3.028 -0.606 -0.490
H -3.735 1.761 -0.441
H -5.690 2.438 0.907
H -6.931 0.752 2.219
C -6.810 2.170 -2.405
C -5.912 1.232 -2.893
C -5.579 1.227 -4.240
C -6.146 2.159 -5.100
C -7.049 3.092 -4.612
C -7.381 3.099 -3.264
H -7.066 2.176 -1.353
H -5.472 0.505 -2.224
H -4.877 0.497 -4.621
H -5.884 2.156 -6.150
H -7.495 3.815 -5.283
H -8.085 3.827 -2.884
C -4.917 -5.618 -0.431
C -4.970 -5.368 0.933
C -4.493 -6.310 1.833
C -3.965 -7.507 1.368
C -3.919 -7.760 0.004
C -4.393 -6.816 -0.895
H -5.285 -4.880 -1.131
H -5.385 -4.436 1.296
H -4.532 -6.113 2.896
H -3.591 -8.242 2.069
H -3.512 -8.695 -0.358
H -4.355 -7.014 -1.958
C 6.096 -2.395 -0.065
C 6.799 -1.571 -0.932
C 8.174 -1.712 -1.061
C 8.845 -2.674 -0.320
C 8.143 -3.493 0.553
C 6.768 -3.354 0.680
H 5.023 -2.289 0.032
H 6.275 -0.820 -1.509
H 8.722 -1.071 -1.740
H 9.917 -2.785 -0.422
H 8.667 -4.240 1.134
H 6.219 -3.994 1.359
*
```

Structure (SMILES): CCCCCCC[PH3]S(=O)(=O)F.c1ccccc1.c1ccccc1.c1ccccc1.c1ccccc1
LUMO energy, eV: 0.29
E_HOMO, eV: -9.3